(1)
Below is a 7-piece molecular cluster, C42H35N7O14 overall, with properties calculated with ωB97M-V/def2-TZVPD.

Structure (XYZ):
```
98
Properties=species:S:1:pos:R:3:mulliken_spin:R:1
C -2.9387 3.6164 -2.1413 -0.0006
C -2.3354 2.8907 -3.2272 0.0001
C -2.1618 3.5603 -4.5201 0.0000
C -2.6397 4.8882 -4.7106 0.0000
C -3.3305 5.4211 -3.6525 0.0000
C -3.5606 4.7917 -2.4754 0.0001
N -2.4600 5.6638 -5.9856 0.0000
O -1.8487 5.1272 -6.9681 0.0000
O -2.9777 6.7658 -6.1180 0.0000
H -3.0935 3.0768 -1.2187 0.0006
H -2.1251 1.8410 -3.0851 -0.0001
H -1.7549 3.1050 -5.4109 0.0000
H -3.5977 6.4629 -3.5549 0.0000
H -4.0578 5.4568 -1.7849 0.0000
C -6.0721 6.0203 1.2957 0.0002
C -4.7263 5.6435 1.4136 -0.0002
C -4.3957 4.3463 1.7348 0.0004
C -5.4533 3.3990 1.7942 -0.0001
C -6.8123 3.8242 1.8458 0.0002
C -7.1228 5.1354 1.4314 -0.0001
N -5.1137 1.9089 1.6936 0.0003
O -5.9879 1.0834 1.9701 0.0006
O -3.9063 1.5845 1.4366 0.0002
H -6.3096 7.0648 1.1581 0.0000
H -3.9773 6.4188 1.4793 0.0000
H -3.3573 4.0687 1.8403 0.0001
H -7.6452 3.1432 1.7512 0.0000
H -8.1333 5.5154 1.4030 0.0000
C -0.8424 8.6217 -2.5706 0.0000
C -1.4498 8.8152 -1.3451 0.0000
C -1.4935 7.7880 -0.4166 0.0000
C -0.9329 6.5900 -0.6910 0.0000
C -0.1935 6.3975 -1.8281 0.0000
C -0.1858 7.3597 -2.7978 0.0000
N -1.0245 5.5164 0.2946 0.0000
O -0.5007 4.4857 0.1013 0.0000
O -1.5023 5.8417 1.3504 0.0000
H -0.7471 9.4962 -3.1971 0.0000
H -1.8941 9.7906 -1.2128 0.0000
H -1.9939 7.9557 0.5257 0.0000
H 0.3322 5.4636 -1.9620 0.0000
H 0.3015 7.1746 -3.7436 0.0000
C -0.9764 0.9379 0.0070 0.0013
C 0.3626 1.2472 -0.1858 -0.0020
C 1.3721 0.2856 -0.2545 0.0027
C 1.1026 -1.0170 0.0437 0.0018
C -0.2289 -1.2666 0.3763 0.0156
C -1.2615 -0.3656 0.3526 0.0007
N 2.1216 -2.1521 0.1112 -0.0035
O 3.2301 -1.8750 -0.3419 0.0045
O 1.6777 -3.2397 0.4052 0.0026
H -1.6130 1.8096 0.0415 -0.0016
H 0.6415 2.2186 -0.5664 0.0011
H 2.3802 0.4799 -0.5897 0.0004
H -0.5247 -2.2962 0.5138 -0.0092
H -2.3134 -0.5128 0.5480 0.0008
C 1.2968 -6.3805 1.4380 0.0239
C 2.6403 -6.3019 1.1033 0.0045
C 3.4369 -7.3842 0.8583 0.0016
C 2.7399 -8.6157 0.7744 -0.0008
C 1.3782 -8.6546 0.9483 0.0060
C 0.6669 -7.5558 1.2524 -0.0044
N 3.4190 -9.8082 0.3789 -0.0001
O 4.5686 -9.6947 0.5460 0.0001
O 2.9243 -10.7871 -0.0642 0.0001
H 0.6604 -5.5221 1.5948 -0.0284
H 3.0236 -5.2923 1.0892 0.0083
H 4.5105 -7.2912 0.7862 0.0001
H 0.8769 -9.5666 0.6596 0.0002
H -0.3757 -7.6761 1.5072 -0.0067
C -3.0308 -3.5525 2.9655 0.2245
C -2.5322 -4.7723 3.3507 -0.1004
C -1.2735 -4.8635 3.8644 0.1863
C -0.3640 -3.7093 3.7349 -0.0516
C -0.9096 -2.5596 3.2221 0.2183
C -2.2419 -2.4405 2.9137 -0.1496
N 1.0177 -3.7121 4.0952 0.1744
O 1.5120 -4.7060 4.6293 0.2199
O 1.7361 -2.6993 3.9812 0.1831
H -4.0292 -3.5230 2.5548 0.0241
H -3.1891 -5.6246 3.4426 -0.0031
H -0.8632 -5.7838 4.2533 0.0197
H -0.4010 -1.6743 2.8700 0.0529
H -2.6015 -1.5473 2.4244 -0.0199
C 6.5085 -3.4088 -1.9771 -0.0001
C 7.3690 -4.4025 -2.3889 0.0000
C 8.3388 -4.8431 -1.5495 0.0001
C 8.4010 -4.2915 -0.2552 0.0001
C 7.4452 -3.2934 0.1681 0.0002
C 6.5557 -2.8330 -0.7412 -0.0005
N 9.4912 -4.6848 0.5877 0.0000
O 9.3455 -4.6261 1.7874 0.0000
O 10.5469 -4.8891 -0.0179 0.0000
H 5.7437 -2.9748 -2.6041 -0.0001
H 7.3040 -4.9001 -3.3452 0.0000
H 8.9418 -5.6387 -1.9616 0.0000
H 7.5370 -2.8627 1.1542 0.0001
H 5.9265 -2.0268 -0.3941 0.0002
```

Values from the calculation:
LUMO (alpha / beta)   0.079 / 0.079 eV
HOMO-LUMO gap (alpha / beta)   1.716 / 5.174 eV
Spin multiplicity   2
Net charge   -1
HOMO (alpha / beta)   -1.64 / -5.09 eV
ΔE to the lowest compared entry with this formula, charge and spin   241.5 kJ/mol

=====

(2)
Below is C42H36Br2MnN4O6S5 as an isolated structure, with properties calculated with ωB97M-V/def2-TZVPD.

Structure (XYZ):
```
96
Properties=species:S:1:pos:R:3:mulliken_spin:R:1
Mn 0.2783 0.1863 0.1473 0.9451
C -1.1762 2.6521 -2.0273 0.0091
O -1.4706 1.4058 -1.3969 -0.0204
C -2.6993 0.8750 -1.6547 -0.0033
C -3.6975 1.5065 -2.3665 0.0022
C -4.9220 0.8647 -2.5095 -0.0003
Br -6.2875 1.7270 -3.5040 0.0001
C -5.1633 -0.3673 -1.9562 0.0000
C -4.1462 -1.0217 -1.2519 -0.0020
C -2.9117 -0.3954 -1.1088 0.0006
O -1.8441 -0.8737 -0.4086 0.0237
C -4.4645 -2.3321 -0.6600 0.0020
N -5.6326 -2.6053 -0.1418 0.0000
C -5.5467 -3.9179 0.2873 0.0001
C -6.4999 -4.7292 0.9034 0.0000
C -6.1448 -6.0335 1.1898 0.0000
C -4.8685 -6.5327 0.8850 0.0000
C -3.9065 -5.7392 0.2898 0.0000
C -4.2713 -4.4278 0.0011 -0.0001
N -3.5935 -3.3886 -0.5990 -0.0001
H -1.8351 3.4433 -1.6584 0.0002
H -1.2733 2.5715 -3.1122 0.0002
H -0.1505 2.8838 -1.7719 -0.0056
H -3.5510 2.4801 -2.8103 0.0000
H -6.1249 -0.8516 -2.0407 0.0000
H -1.9334 -1.7930 -0.1253 0.0006
H -7.4810 -4.3386 1.1441 0.0000
H -6.8676 -6.6934 1.6536 0.0000
H -4.6358 -7.5640 1.1200 0.0000
H -2.9180 -6.1137 0.0510 0.0001
H -2.6639 -3.4755 -1.0081 0.0000
Br 4.8298 -5.9069 -0.8939 0.0000
C 3.6644 -4.5401 -1.5246 0.0002
C 4.0629 -3.7681 -2.6006 -0.0004
C 3.2219 -2.7511 -3.0354 0.0020
C 2.0398 -2.4876 -2.3638 0.0030
C 1.6426 -3.2882 -1.2975 -0.0082
C 2.4552 -4.3347 -0.8812 -0.0003
C 0.3946 -2.9241 -0.5201 0.0043
O -0.5992 -3.6488 -0.5679 0.0026
O 0.5027 -1.8991 0.2441 0.0044
H 5.0168 -3.9490 -3.0791 0.0000
H 3.5048 -2.1398 -3.8809 0.0001
H 1.4179 -1.6578 -2.6710 -0.0030
H 2.1578 -4.9758 -0.0607 -0.0001
O 1.5116 1.2096 -0.8882 -0.0004
C 2.3052 2.2803 -1.2518 0.0209
C 1.6622 3.5614 -0.6839 -0.0156
C 1.0499 3.6221 0.5321 0.0286
C 0.5501 4.9165 0.8526 0.0071
C 0.7925 5.8193 -0.1322 -0.0002
S 1.6314 5.1068 -1.4479 0.0001
C 2.4084 2.3048 -2.7815 -0.0016
C 1.7473 1.4795 -3.6376 -0.0023
C 2.0584 1.7186 -5.0084 -0.0006
C 2.9528 2.7268 -5.1681 0.0001
S 3.4363 3.3841 -3.6602 0.0008
C 3.7074 2.1723 -0.6116 0.0020
C 4.1251 2.6570 0.5931 0.0005
C 5.4760 2.3269 0.8994 0.0004
C 6.0669 1.5940 -0.0815 -0.0002
S 4.9891 1.3085 -1.3800 0.0000
H 0.9894 2.7582 1.1769 -0.0100
H 0.0386 5.1539 1.7773 0.0002
H 0.5410 6.8699 -0.1600 0.0000
H 1.0470 0.7305 -3.2970 0.0001
H 1.6355 1.1542 -5.8294 0.0000
H 3.3722 3.1278 -6.0795 0.0001
H 3.4906 3.2382 1.2486 0.0002
H 5.9844 2.6391 1.8031 0.0000
H 7.0789 1.2157 -0.1206 0.0000
N -2.3335 4.2173 5.4254 0.0001
C -1.5628 3.1167 5.4673 -0.0007
S -0.8241 2.6561 6.8694 0.0024
C -1.3834 2.3884 4.1826 0.0029
C -1.7002 2.9635 2.9533 0.0012
C -1.4818 2.2515 1.7917 0.0087
N -0.9959 1.0124 1.7722 0.0031
C -0.7383 0.4366 2.9544 0.0030
C -0.8950 1.0851 4.1600 -0.0035
H -2.5130 4.6858 6.2982 0.0000
H -2.9597 4.3947 4.6574 0.0001
H -2.0883 3.9704 2.8791 0.0000
H -1.7047 2.6846 0.8232 -0.0049
H -0.4129 -0.5935 2.9160 0.0039
H -0.6566 0.5934 5.0914 -0.0001
C 4.0059 -1.3726 1.0185 0.0018
S 2.5784 -1.2958 2.1093 0.0012
C 3.4865 -0.8742 3.6277 -0.0006
O 1.8698 -0.0132 1.7604 -0.0044
H 4.5766 -0.4488 1.1162 0.0001
H 3.6230 -1.4750 0.0031 -0.0007
H 4.5986 -2.2503 1.2854 -0.0001
H 4.4890 -1.2985 3.5992 0.0000
H 2.9368 -1.2563 4.4865 0.0000
H 3.5276 0.2148 3.6610 -0.0001
```

Values from the calculation:
LUMO (alpha / beta)   -1.130 / -1.169 eV
HOMO-LUMO gap (alpha / beta)   7.050 / 6.937 eV
Spin multiplicity   2
HOMO (alpha / beta)   -8.18 / -8.11 eV